ORCA calculation (ωB97M-V/def2-TZVPD) on a molecular structure, C22H24N4O3RbS in a non-equilibrium geometry.

```
55
C22H24N4O3RbS, DFT ωB97M-V/def2-TZVPD
C -2.3638 7.0336 -0.2125
C -3.1295 7.7808 -1.2646
H -2.4554 7.5538 0.7532
H -1.2658 7.0789 -0.4533
C -3.3931 7.1740 -2.4461
C -3.3055 5.7504 -2.5574
H -2.3305 5.2077 -2.1391
H -3.7375 5.3210 -3.4648
C -3.4080 9.2197 -1.0573
H -3.3349 9.5842 -0.0178
H -4.4361 9.4280 -1.3816
H -2.7930 9.8915 -1.6772
C -3.8263 8.0397 -3.6467
H -3.1131 8.8458 -3.9263
H -4.8056 8.5544 -3.5416
H -3.9089 7.4080 -4.5458
Rb 0.6637 0.8553 -0.2150
O -1.3632 3.2039 -0.3939
C -2.5280 3.3339 -0.7783
O -1.6164 0.4779 -1.2457
C -2.7796 0.8416 -1.1990
O -3.7810 -0.0303 -1.3252
N -3.2929 2.1565 -1.0613
C -5.0491 0.6436 -1.2198
C -4.7600 2.1005 -1.0402
H -5.5890 0.2436 -0.3590
H -5.6310 0.4483 -2.1242
H -5.1048 2.4631 -0.0697
H -5.1610 2.6874 -1.8656
C -3.2074 4.7455 -0.9985
C -2.9555 5.6867 0.1868
H -4.2527 4.5111 -1.0300
H -2.2250 5.3976 0.9507
H -3.8701 5.7616 0.8125
N 2.8279 -2.8301 2.6397
C 2.8934 -3.7471 1.6001
C 3.3258 -5.0588 1.5922
C 3.1977 -5.7592 0.3775
C 2.4801 -5.2001 -0.7009
C 1.9571 -3.8993 -0.6298
C 2.1790 -3.1429 0.5300
N 1.7175 -1.9018 0.9346
C 2.1009 -1.7473 2.2245
C 1.8214 -0.6124 3.0937
C 2.2206 -0.4646 4.4157
S 1.7159 1.0628 5.0392
C 1.0476 1.4709 3.4629
N 1.1376 0.4942 2.5968
H 3.2592 -2.9315 3.5459
H 3.7337 -5.4972 2.5075
H 3.6470 -6.7469 0.2743
H 2.3303 -5.8093 -1.5993
H 1.3699 -3.4586 -1.4364
H 2.7983 -1.1895 4.9757
H 0.6348 2.4500 3.2496
```

For the HOMO-LUMO gap, the calculation gives 7.3 eV. Its energy above the lowest of the compared OMol25 structures with the same formula, charge and spin is 1.947 eV. As for the total charge: +1. The spin multiplicity is 1. For the largest force on an atom, the calculation gives 4.989 eV/Å.

ORCA calculation (ωB97M-V/def2-TZVPD) on a molecular structure, C35H45Br2Cl3FeN6OSi4Te in a non-equilibrium geometry.

```
98
C35H45Br2Cl3FeN6OSi4Te, DFT ωB97M-V/def2-TZVPD
Fe -0.2962 0.3754 0.4891
C 0.6995 -3.4194 -1.0699
C 0.1745 -2.2351 -0.3268
N -0.0501 -1.0716 -0.8671
N 0.2069 -0.9558 -2.1806
C -0.4890 -0.0560 -2.9226
O -1.4818 0.5948 -2.6134
C 0.0651 0.0872 -4.3274
C -0.5323 1.0178 -5.1679
C -0.0545 1.2130 -6.4566
C 1.0287 0.4768 -6.9157
C 1.6259 -0.4620 -6.0822
C 1.1443 -0.6572 -4.7953
C -0.1990 -2.3348 1.0886
C -0.1551 -3.5258 1.8068
C -0.6500 -3.5558 3.0990
C -1.1706 -2.3960 3.6515
C -1.1496 -1.2408 2.8904
N -0.6688 -1.2050 1.6505
H 0.9255 -3.1268 -2.0899
H 1.6071 -3.8002 -0.5909
H -0.0299 -4.2329 -1.0943
H -1.3693 1.5931 -4.7914
H -0.5323 1.9386 -7.1030
H 1.4067 0.6333 -7.9187
H 2.4664 -1.0450 -6.4385
H 1.6060 -1.3784 -4.1354
H 0.2592 -4.4097 1.3429
H -0.6433 -4.4776 3.6664
H -1.5864 -2.3822 4.6487
H -1.5500 -0.3087 3.2690
Br 5.3125 -1.0809 3.6638
C 3.8258 -0.5598 2.6404
C 3.7188 -0.9533 1.3210
C 2.5841 -0.5653 0.6256
N 1.6156 0.1636 1.1744
C 1.7510 0.5825 2.4396
C 2.8379 0.2248 3.2159
C 0.6596 1.4889 2.9119
C 0.6952 2.1466 4.1252
C -0.2968 3.0815 4.3922
Br -0.3070 3.9820 6.0413
C -1.2670 3.3440 3.4495
C -1.2579 2.5901 2.2825
N -0.3422 1.6603 2.0340
H 4.4825 -1.5500 0.8446
H 2.4427 -0.8379 -0.4141
H 2.9159 0.5352 4.2467
H 1.4745 1.9495 4.8458
H -2.0320 4.0884 3.6141
H -2.0201 2.7083 1.5249
C -4.5525 1.2016 -3.9578
Si -5.6360 1.2030 -2.4349
C -6.0948 -0.5603 -2.0027
C -7.2142 2.1758 -2.7477
Si -4.4365 2.0566 -0.6028
Te -2.7561 0.3024 -0.0044
Si -3.6237 4.1937 -1.0644
C -5.1379 5.2893 -1.2916
C -2.6042 5.0142 0.2924
C -2.6083 4.1553 -2.6374
Si -5.7406 1.9997 1.3532
C -6.1995 0.2410 1.8062
C -7.3366 2.9881 1.1775
C -4.7999 2.7113 2.8190
H -4.9987 0.6219 -4.7711
H -3.5873 0.7551 -3.7023
H -4.3665 2.2142 -4.3242
H -6.5303 -1.0842 -2.8584
H -6.8144 -0.5944 -1.1814
H -5.2023 -1.1049 -1.6846
H -7.7809 1.7428 -3.5773
H -7.0053 3.2184 -2.9980
H -7.8585 2.1722 -1.8659
H -5.7084 5.3479 -0.3611
H -5.8044 4.8975 -2.0622
H -4.8591 6.3092 -1.5757
H -3.0555 4.8777 1.2784
H -2.5452 6.0900 0.1028
H -1.5817 4.6282 0.3281
H -3.2514 4.0557 -3.5142
H -1.9271 3.2985 -2.6279
H -2.0155 5.0664 -2.7539
H -6.9035 -0.1900 1.0905
H -6.6581 0.2005 2.7990
H -5.3058 -0.3861 1.8093
H -7.9434 2.6124 0.3508
H -7.1338 4.0439 0.9803
H -7.9402 2.9290 2.0883
H -3.8857 2.1375 2.9860
H -5.4038 2.6569 3.7295
H -4.5272 3.7592 2.6605
Cl 2.3160 2.4906 -3.5493
C 1.7316 3.3325 -2.1211
Cl 3.1002 3.7529 -1.0613
Cl 0.8628 4.7981 -2.5740
C 0.8530 2.4394 -1.3573
N 0.2856 1.7311 -0.6626
```

For the HOMO-LUMO gap, the calculation gives 4.5 eV. Its energy above the lowest of the compared OMol25 structures with the same formula, charge and spin is 1.778 eV. As for the total charge: 0. The spin multiplicity is 1. For the largest force on an atom, the calculation gives 1.748 eV/Å.

ORCA calculation (ωB97M-V/def2-TZVPD) on a gas-phase ion, C6H12N2O (charge +2) in a non-equilibrium geometry.

```
21
C6H12N2O, DFT ωB97M-V/def2-TZVPD
C -0.9591 0.6693 -1.2067
N -0.6645 -0.1382 0.0987
C -1.1181 0.6922 1.2478
C -1.3281 -1.3703 0.1093
N -0.4301 -2.3110 0.0647
C 0.8160 -1.8230 -0.1020
C 0.7562 -0.4826 -0.0471
C 2.0350 0.4330 -0.1048
O 3.1711 -0.3636 -0.0708
H -0.4811 0.1892 -2.0181
H -2.0732 0.8074 -1.3077
H -0.7032 1.6908 -1.0286
H -0.7852 1.6329 1.1837
H -2.2172 0.6456 1.2939
H -0.6916 0.2160 2.0312
H -2.3550 -1.4493 0.3534
H -0.5812 -3.3462 -0.1503
H 1.7726 -2.4925 -0.1342
H 1.8423 1.0101 0.8367
H 2.1500 1.2463 -0.7798
H 4.0092 0.2653 -0.1911
```

For the HOMO-LUMO gap, the calculation gives 7.9 eV. Its energy above the lowest of the compared OMol25 structures with the same formula, charge and spin is 2.373 eV. As for the total charge: +2. The spin multiplicity is 1. For the largest force on an atom, the calculation gives 4.270 eV/Å.

Which value of largest force on an atom does entry 2 give?
1.748 eV/Å

Among the records above, which one has the highest total charge?
C6H12N2O